# 1
A structure of composition C46H53BaClGe2N2O8S2Si in a non-equilibrium geometry. Source: the OMol25 dataset; level of theory: ωB97M-V/def2-TZVPD.

Results
molecular weight	1172.16	g/mol
energy relative to the best compared isomer or geometry (same formula, charge and spin)	94.2	kcal per mole
LUMO	3.7819	eV
orbital gap	5.31	eV
maximum force	0.086	Eh/bohr

The geometry in ORCA input format:
```
! RIJCOSX wB97M-V def2-TZVPD def2/J DEFGRID3
* xyz -2 1
Ba -1.41 1.11 -0.12
C -1.74 2.86 4.42
C -1.17 3.04 3.02
O -0.49 2.15 2.55
C -1.50 4.30 2.29
C -1.84 5.46 3.01
C -2.24 6.61 2.38
C -2.35 6.61 0.97
C -2.04 5.48 0.25
C -1.57 4.30 0.87
O -1.26 3.25 0.16
H -1.53 1.84 4.74
H -2.82 3.03 4.40
H -1.28 3.56 5.12
H -1.77 5.44 4.09
H -2.49 7.50 2.95
H -2.70 7.50 0.46
H -2.15 5.45 -0.83
O -3.14 -4.66 0.34
C -3.64 -3.71 1.19
C -4.69 -4.05 2.04
C -5.20 -3.13 2.95
C -4.63 -1.87 3.04
C -3.58 -1.55 2.20
C -3.08 -2.43 1.24
C -1.97 -1.92 0.34
O -1.20 -0.97 0.79
N -1.89 -2.46 -0.84
N -0.83 -1.92 -1.60
C -0.57 -2.64 -2.61
S -1.45 -4.13 -3.01
C -0.44 -4.49 -4.46
C 0.03 -3.18 -5.07
S 0.71 -2.20 -3.73
H -3.69 -5.44 0.43
H -5.12 -5.04 1.97
H -6.03 -3.41 3.59
H -5.00 -1.14 3.74
H -3.12 -0.57 2.27
H -1.05 -5.06 -5.17
H 0.42 -5.10 -4.16
H -0.80 -2.63 -5.52
H 0.82 -3.33 -5.81
O -5.68 1.37 1.15
Cl -4.34 1.74 0.79
O -4.31 2.99 0.06
O -3.76 0.69 -0.08
O -3.47 1.83 1.97
C 3.26 3.31 0.45
C 1.81 2.83 0.64
Ge 1.82 0.89 0.78
C 2.29 0.28 -1.04
C 3.78 -0.04 -1.23
C 3.32 0.33 1.91
C 3.02 -0.87 2.46
Ge 1.05 -1.14 2.00
C -0.06 -0.99 3.59
C 0.47 -1.60 4.89
C 1.01 -2.90 1.15
C 1.89 -3.96 1.84
C 4.10 -1.75 3.02
C 5.35 -1.80 2.40
C 6.37 -2.62 2.88
C 6.16 -3.42 4.00
C 4.91 -3.39 4.62
C 3.90 -2.57 4.13
H 3.29 4.40 0.41
H 3.69 2.94 -0.49
H 3.91 2.98 1.27
H 1.19 3.13 -0.21
H 1.35 3.26 1.53
H 1.98 1.06 -1.75
H 1.68 -0.60 -1.27
H 4.42 0.80 -0.95
H 4.00 -0.29 -2.28
H 4.08 -0.90 -0.61
H 4.32 0.76 2.01
H -1.03 -1.43 3.31
H -0.22 0.09 3.71
H 0.59 -2.69 4.82
H -0.21 -1.40 5.72
H 1.44 -1.18 5.16
H 1.33 -2.75 0.12
H -0.03 -3.24 1.10
H 2.95 -3.72 1.80
H 1.76 -4.94 1.35
H 1.63 -4.10 2.90
H 5.51 -1.20 1.51
H 7.32 -2.64 2.38
H 6.95 -4.06 4.38
H 4.72 -4.02 5.48
H 2.94 -2.58 4.62
C 2.67 3.76 -4.52
C 2.49 2.39 -4.65
C 1.27 1.80 -4.31
C 0.18 2.56 -3.84
C 0.39 3.94 -3.71
C 1.61 4.54 -4.04
Si -1.46 1.79 -3.16
C -1.85 0.37 -4.44
C -2.81 -0.59 -4.07
C -3.19 -1.64 -4.90
C -2.60 -1.78 -6.15
C -1.63 -0.86 -6.55
C -1.27 0.19 -5.71
H 3.62 4.22 -4.77
H 3.30 1.77 -5.01
H 1.17 0.72 -4.40
H -0.42 4.57 -3.33
H 1.74 5.61 -3.92
H -2.40 2.79 -3.80
H -3.26 -0.53 -3.08
H -3.94 -2.36 -4.57
H -2.88 -2.60 -6.80
H -1.15 -0.96 -7.52
H -0.52 0.91 -6.06
*
```

# 2
A cluster of 3 separate species, C6H14O2 in total in a non-equilibrium geometry. Source: the OMol25 dataset; level of theory: ωB97M-V/def2-TZVPD.

Results
molecular weight	118.18	g/mol
energy relative to the best compared isomer or geometry (same formula, charge and spin)	14.7	kcal per mole
LUMO (spin up / spin down)	3.9029 / 3.8481	eV
orbital gap (spin up / spin down)	3.56 / 7.02	eV
maximum force	0.087	Eh/bohr
<S²>	0.762

The geometry in ORCA input format:
```
! RIJCOSX wB97M-V def2-TZVPD def2/J DEFGRID3
* xyz -1 2
C -0.49 -1.39 1.19
C 0.77 -1.48 1.57
C -0.61 0.95 0.35
C -1.13 -0.34 0.37
C -2.36 -0.70 -0.36
C -0.89 2.13 -0.63
H -1.00 -2.24 1.56
H 1.44 -0.68 1.20
H 1.13 -2.20 2.26
H 0.22 1.12 1.07
H -2.47 0.12 -1.07
H -2.16 -1.62 -0.93
H -3.23 -0.82 0.26
H 0.05 2.66 -0.76
H -1.41 1.75 -1.60
H -1.47 2.96 -0.18
H 1.51 -1.33 -0.76
H 0.96 -0.59 -1.95
O 1.77 -0.76 -1.51
H 3.63 0.49 0.47
H 2.55 0.74 -0.58
O 3.17 1.23 0.02
*
```

# 3
A structure of composition C33H41N3O2RuSb. Source: the OMol25 dataset; level of theory: ωB97M-V/def2-TZVPD.

Results
molecular weight	734.54	g/mol
energy relative to the best compared isomer or geometry (same formula, charge and spin)	2.2	kcal per mole
LUMO (spin up / spin down)	-4.4287 / -4.4293	eV
orbital gap (spin up / spin down)	6.62 / 6.62	eV
maximum force	0.018	Eh/bohr

The geometry in ORCA input format:
```
! RIJCOSX wB97M-V def2-TZVPD def2/J DEFGRID3
* xyz 1 1
Ru -1.23 -0.15 0.72
O -1.14 -0.22 2.70
C -1.28 0.77 3.53
C -1.07 0.54 4.91
C -1.22 1.56 5.81
C -1.59 2.86 5.40
C -1.80 3.11 4.08
C -1.66 2.08 3.11
C -1.89 2.44 1.76
N -1.77 1.68 0.68
N -2.06 2.28 -0.52
C -1.93 1.41 -1.50
O -1.58 0.18 -1.29
C -2.18 1.86 -2.88
C -2.14 0.93 -3.92
C -2.35 1.33 -5.23
C -2.60 2.67 -5.51
C -2.64 3.60 -4.47
C -2.43 3.20 -3.17
H -0.79 -0.45 5.22
H -1.05 1.36 6.86
H -1.70 3.64 6.14
H -2.09 4.10 3.75
H -2.17 3.46 1.54
H -1.94 -0.11 -3.69
H -2.32 0.61 -6.03
H -2.77 2.99 -6.53
H -2.83 4.64 -4.69
H -2.46 3.92 -2.36
C 1.38 -3.24 -0.36
C 1.60 -1.99 -1.21
C 3.01 -1.98 -1.77
C 0.59 -1.96 -2.36
Sb 1.27 -0.22 0.05
C 1.96 1.56 -1.04
C 3.48 1.61 -1.00
C 1.40 2.81 -0.36
C 1.49 1.48 -2.48
C 2.44 -0.42 1.89
C 2.43 0.94 2.59
C 3.87 -0.86 1.59
C 1.79 -1.47 2.80
H 1.38 -4.11 -1.02
H 0.42 -3.23 0.17
H 2.18 -3.38 0.37
H 3.16 -2.91 -2.34
H 3.78 -1.95 -1.00
H 3.18 -1.15 -2.47
H 0.64 -2.92 -2.88
H 0.82 -1.18 -3.08
H -0.43 -1.82 -2.01
H 3.87 1.69 0.01
H 3.80 2.52 -1.53
H 3.95 0.76 -1.50
H 1.81 2.95 0.64
H 0.32 2.81 -0.31
H 1.70 3.68 -0.96
H 1.99 0.68 -3.03
H 1.74 2.42 -2.98
H 0.41 1.34 -2.58
H 3.06 1.67 2.08
H 2.82 0.82 3.61
H 1.42 1.36 2.68
H 4.38 -0.23 0.87
H 3.90 -1.89 1.24
H 4.44 -0.82 2.52
H 0.76 -1.21 3.07
H 2.38 -1.53 3.72
H 1.79 -2.46 2.34
N -3.25 -7.02 -0.30
C -3.06 -5.90 -0.15
C -2.79 -4.50 0.03
C -2.97 -3.61 -1.04
C -2.69 -2.28 -0.87
C -2.21 -1.82 0.36
C -2.12 -2.68 1.45
C -2.38 -4.04 1.27
H -3.33 -3.99 -1.99
H -2.82 -1.58 -1.69
H -1.82 -2.32 2.43
H -2.28 -4.73 2.10
*
```